a.
The following is a quantum chemistry calculation of C3H4N2O in the gas phase, from the Open Molecules 2025 dataset.

Each line ends with the natural charge from an NBO analysis.
CARTESIAN COORDINATES (ANGSTROEM)
O  1.88208  0.40253  -0.48464  -0.651
C  0.58737  0.12355  -0.26420  0.484
C  -0.36389  -0.57378  -0.95965  -0.494
C  -1.58666  -0.59653  -0.19935  -0.015
N  -1.22428  0.03572  0.92980  -0.414
N  0.05273  0.61311  0.89371  -0.429
H  2.14498  -0.03885  -1.30233  0.497
H  -0.23214  -1.00720  -1.94481  0.221
H  -1.86684  0.44721  1.58921  0.402
H  0.60666  0.59423  1.74227  0.399

Output
Charge: 0
Orbital gap: 8.79 eV
HOMO energy: -8.22 eV
E_LUMO: 0.02103 Eh

---

b.
The following is a quantum chemistry calculation of C3H4N2O in the gas phase, from the Open Molecules 2025 dataset.

Each line ends with the natural charge from an NBO analysis.
CARTESIAN COORDINATES (ANGSTROEM)
N  -0.97631  0.59210  -1.42384  -0.804
C  -0.37914  -0.03759  -0.33712  0.408
C  0.44949  -1.07704  -0.08349  -0.203
N  0.98013  -0.90490  1.19834  -0.437
C  0.42152  0.16373  1.63546  0.295
O  -0.44816  0.73812  0.77208  -0.430
H  -0.68493  1.55658  -1.32001  0.382
H  -0.61912  0.21474  -2.29022  0.380
H  0.72550  -1.91559  -0.71298  0.217
H  0.55091  0.69323  2.56610  0.192

Output
SMILES: Nc1cnco1
Charge: 0
Orbital gap: 9.33 eV
HOMO energy: -8.49 eV
E_LUMO: 0.03093 Eh

---

c.
The following is a quantum chemistry calculation of C3H4N2O in the gas phase, from the Open Molecules 2025 dataset.

Each line ends with the natural charge from an NBO analysis.
CARTESIAN COORDINATES (ANGSTROEM)
O  2.94741  -0.38426  -0.21769  -0.520
C  0.78062  -0.14341  -0.62824  0.356
N  1.81475  -0.72930  -0.93867  -0.120
N  -1.61423  -1.05630  0.56014  -0.595
C  -1.45154  0.17958  0.30575  0.099
C  -0.24512  0.64344  -0.38834  -0.424
H  2.67059  0.08696  0.58770  0.455
H  -2.51970  -1.20885  1.00059  0.340
H  -2.19112  0.96140  0.51686  0.163
H  -0.19166  1.65075  -0.79810  0.246

Output
SMILES: [H]/N=C/C=C=NO
Charge: 0
Orbital gap: 9.73 eV
HOMO energy: -9.69 eV
E_LUMO: 0.00168 Eh

---

d.
The following is a quantum chemistry calculation of C3H4N2O in the gas phase, from the Open Molecules 2025 dataset.

Each line ends with the natural charge from an NBO analysis.
CARTESIAN COORDINATES (ANGSTROEM)
C  0.88113  -0.13136  0.00128  0.618
C  -1.13496  -0.82617  0.00676  -0.091
C  -1.21476  0.52869  -0.00207  -0.128
H  2.57874  -0.88662  -0.02451  0.503
H  -1.93115  -1.55787  -0.00318  0.211
H  -2.08869  1.18985  0.00890  0.221
H  0.41294  1.93319  0.03978  0.422
N  0.18680  -1.23251  -0.00999  -0.535
N  0.09720  0.98196  -0.02165  -0.557
O  2.21275  0.00084  0.00467  -0.663

Output
SMILES: Oc1ncc[nH]1
Charge: 0
Orbital gap: 9.23 eV
HOMO energy: -8.40 eV
E_LUMO: 0.03037 Eh

---

d wins, 0.739 eV ahead of the next structure.

---

a.
The following is a quantum chemistry calculation of 2 unconnected molecules or ions with the total composition H4OS2Si, from the Open Molecules 2025 dataset.

Each line ends with the natural charge from an NBO analysis.
CARTESIAN COORDINATES (ANGSTROEM)
O  -1.18524  0.26137  -1.02043  -1.019
Si  -1.71978  1.74120  -1.07194  1.476
S  -0.34058  -1.24285  -0.66910  -0.134
S  2.65671  -1.25266  1.57505  -0.278
H  -2.70083  2.12082  -2.27657  -0.133
H  -1.07403  2.52863  -0.14867  -0.185
H  1.64132  -1.95064  1.12865  0.148
H  2.72244  -2.20588  2.48301  0.125

Output
Charge: 0
Orbital gap (spin up / spin down): 5.88 / 5.88 eV
HOMO energy (spin up / spin down): -7.66 / -7.66 eV
E_LUMO (spin up / spin down): -0.06561 / -0.06559 Eh

---

b.
The following is a quantum chemistry calculation of a molecular structure, H4OS2Si, from the Open Molecules 2025 dataset.

Each line ends with the natural charge from an NBO analysis.
CARTESIAN COORDINATES (ANGSTROEM)
O  -0.65210  1.15146  1.13862  -0.968
Si  0.15939  0.37907  -0.91879  1.135
S  -0.32994  0.16246  2.36241  0.281
S  -1.18842  -0.81135  -2.07742  -0.400
H  1.31195  -0.20931  -0.27451  -0.135
H  0.01531  1.55557  -1.81364  -0.152
H  -1.74855  -0.27699  2.50518  0.076
H  -1.23406  -0.05098  -3.15578  0.164

Output
Charge: 0
Orbital gap: 7.42 eV
HOMO energy: -7.84 eV
E_LUMO: -0.01544 Eh

---

b wins, 1.466 eV ahead of the next structure.

---

a.
The following is a quantum chemistry calculation of C4H12N2O in the gas phase, from the Open Molecules 2025 dataset.

Each line ends with the natural charge from an NBO analysis.
CARTESIAN COORDINATES (ANGSTROEM)
C  -0.00282  0.10054  0.03263  0.061
C  0.73126  1.42001  -0.30942  -0.071
C  0.85114  -1.08768  -0.47297  -0.217
C  -1.38668  0.10974  -0.61886  -0.632
N  -0.18030  -0.08055  1.47073  -0.854
N  0.30728  -2.39572  -0.17797  -0.825
O  0.07381  2.56184  0.18585  -0.715
H  0.01865  2.49180  1.14660  0.459
H  -0.83504  0.59774  1.84406  0.358
H  0.70487  0.01030  1.95849  0.357
H  0.09981  -2.44397  0.81513  0.366
H  -0.56692  -2.52806  -0.67547  0.349
H  0.77415  1.55011  -1.39193  0.183
H  1.76176  1.37461  0.07638  0.155
H  0.98790  -1.00178  -1.55349  0.192
H  1.83867  -1.03293  -0.00239  0.182
H  -1.88050  1.05830  -0.41808  0.225
H  -1.29889  -0.01154  -1.69537  0.211
H  -1.99814  -0.69275  -0.21392  0.216

Output
SMILES: C[C@@](N)(CN)CO
Charge: 0
Orbital gap: 9.86 eV
HOMO energy: -9.12 eV
E_LUMO: 0.02726 Eh

---

b.
The following is a quantum chemistry calculation of C4H12N2O in the gas phase, from the Open Molecules 2025 dataset.

Each line ends with the natural charge from an NBO analysis.
CARTESIAN COORDINATES (ANGSTROEM)
C  1.42514  0.80954  1.85929  -0.424
N  0.86945  1.18100  0.48405  -0.616
C  -0.13740  0.20626  0.00696  -0.095
C  -1.08988  1.03863  -0.86606  -0.056
O  -2.34611  0.40889  -1.10182  -0.749
C  0.48415  -1.12047  -0.43658  -0.232
N  -0.43954  -2.14148  -0.90665  -0.827
H  1.78919  1.74901  2.27797  0.203
H  0.59692  0.45334  2.45494  0.196
H  2.25954  0.12433  1.72487  0.180
H  1.69856  1.01924  -0.07951  0.342
H  -0.83963  -0.06880  0.82641  0.177
H  -1.26980  1.96990  -0.34694  0.199
H  -0.61099  1.12989  -1.85729  0.156
H  -2.46459  -0.00724  -1.95872  0.474
H  1.24828  -0.92696  -1.20025  0.174
H  0.94753  -1.45960  0.49397  0.193
H  -0.84181  -2.68564  -0.15441  0.354
H  -1.27903  -1.67983  -1.22021  0.351

Output
SMILES: CN[C@H](CN)CO
Charge: 0
Orbital gap: 9.90 eV
HOMO energy: -8.97 eV
E_LUMO: 0.03416 Eh

---

c.
The following is a quantum chemistry calculation of 2 unconnected molecules or ions with the total composition C4H12N2O, from the Open Molecules 2025 dataset.

Each line ends with the natural charge from an NBO analysis.
CARTESIAN COORDINATES (ANGSTROEM)
C  1.46782  0.17623  -1.39995  -0.187
C  1.69926  0.21335  0.13919  -0.467
C  0.53323  0.73914  0.87979  0.235
C  0.03646  2.01424  0.71078  -0.592
N  -0.17018  -0.10558  1.72781  -0.831
N  0.14103  -0.44797  -1.44839  -0.909
H  1.49945  1.03318  -2.03740  0.196
H  2.17863  -0.56428  -1.78300  0.175
H  2.48686  0.99058  0.40244  0.235
H  1.89621  -0.77020  0.53533  0.215
H  -0.96094  2.45007  0.72623  0.210
H  0.81208  2.80241  0.43391  0.192
H  0.29490  -0.81488  2.27235  0.383
H  -0.88504  0.34590  2.30489  0.381
H  -0.38884  -0.26808  -2.30763  0.362
H  -0.48700  -0.72410  -0.70342  0.401
H  -3.15856  -1.07631  -0.50259  0.464
H  -3.28302  -2.19555  0.45453  0.465
O  -2.81818  -1.98392  -0.40750  -0.927

Output
SMILES: C=C(N)CCN.O
Charge: 0
Orbital gap: 8.17 eV
HOMO energy: -7.44 eV
E_LUMO: 0.02693 Eh

---

d.
The following is a quantum chemistry calculation of 2 unconnected molecules or ions with the total composition C4H12N2O, from the Open Molecules 2025 dataset.

Each line ends with the natural charge from an NBO analysis.
CARTESIAN COORDINATES (ANGSTROEM)
C  0.14604  -1.69626  0.36007  -0.695
C  -0.52854  -0.19290  -1.72846  -0.678
C  1.51650  1.61578  0.50215  -0.423
C  -0.84266  -0.83615  -0.43244  0.420
N  0.40447  1.31469  1.41438  -0.441
N  -0.82753  0.89926  0.96542  -0.502
O  -2.19174  -1.20036  -0.28236  -0.710
H  -0.06836  -2.78786  0.22936  0.224
H  -0.01623  -1.58991  1.41400  0.222
H  1.25187  -1.40781  0.28699  0.224
H  -0.63258  -0.93261  -2.65851  0.210
H  0.48070  0.15669  -1.85343  0.225
H  -1.16604  0.58818  -1.99039  0.227
H  1.87615  0.79480  -0.05167  0.167
H  1.11420  2.22004  -0.31058  0.187
H  2.20160  2.06355  1.12091  0.205
H  0.76374  0.72485  2.24071  0.344
H  -1.04783  1.54034  0.18453  0.311
H  -2.43376  -1.27432  0.58931  0.483

Output
Charge: 0
Orbital gap (spin up / spin down): 7.84 / 7.60 eV
HOMO energy (spin up / spin down): -6.96 / -6.72 eV
E_LUMO (spin up / spin down): 0.03222 / 0.03251 Eh

---

a wins, 1.242 eV ahead of the next structure.